No. 1
# C6H11N2

A gas-phase ion, C6H11N2 (charge +1) (wB97M-V/def2-TZVPD, the OMol25 dataset).

As for the SMILES: C[C@@H]1C=NC=[NH+][C@H]1C. The HOMO-LUMO gap comes out at 9.93 eV. The calculation puts the lowest unoccupied orbital energy at -5.393 eV.

Structure (ORCA input):
```
! RIJCOSX wB97M-V def2-TZVPD def2/J DEFGRID3
* xyz 1 1
C -0.38 -0.18 2.09
C 0.54 -0.21 0.89
C 1.00 1.17 0.63
N 0.22 2.02 0.10
C -0.89 1.57 -0.51
N -0.97 0.39 -1.10
C -0.21 -0.77 -0.55
C 0.66 -1.22 -1.70
H -0.87 0.74 2.09
H 0.06 -0.41 3.06
H -1.11 -0.95 1.99
H 1.40 -0.87 0.77
H 2.02 1.57 0.89
H -1.63 2.42 -0.72
H -1.62 0.13 -1.80
H -0.93 -1.51 -0.25
H 0.85 -2.33 -1.61
H 1.66 -0.62 -1.61
H 0.19 -0.94 -2.66
*
```

No. 2
# C6H11N2

2 unconnected molecules or ions with the total composition C6H11N2 (wB97M-V/def2-TZVPD, the OMol25 dataset).

The HOMO-LUMO gap comes out at 7.60 eV. The calculation puts the lowest unoccupied orbital energy at -5.777 eV.

Structure (ORCA input):
```
! RIJCOSX wB97M-V def2-TZVPD def2/J DEFGRID3
* xyz 1 1
C -0.06 -0.69 -2.14
C -0.02 -1.16 -0.75
C -0.47 -0.43 0.33
C -0.21 -0.62 1.68
N -1.03 0.21 2.36
C -1.83 0.95 1.48
C -1.48 0.56 0.21
N 2.40 0.96 -0.63
H 0.88 -0.11 -2.27
H -0.24 -1.34 -2.99
H 0.34 -2.18 -0.63
H 2.49 1.55 0.19
H 0.32 -1.36 2.26
H -1.07 0.03 3.35
H -2.64 1.53 1.89
H -1.94 0.90 -0.69
H -0.60 0.26 -2.25
H 1.87 0.16 -0.35
H 3.30 0.76 -1.03
*
```

No. 3
# C6H11N2

A gas-phase ion, C6H11N2 (charge +1) (wB97M-V/def2-TZVPD, the OMol25 dataset).

As for the SMILES: C=CN1CC[NH+]=C1C. The HOMO-LUMO gap comes out at 9.58 eV. The calculation puts the lowest unoccupied orbital energy at -3.453 eV.

Structure (ORCA input):
```
! RIJCOSX wB97M-V def2-TZVPD def2/J DEFGRID3
* xyz 1 1
C 2.71 0.33 0.68
C 1.76 -0.37 0.05
N 0.36 0.05 0.15
C -0.29 0.90 1.12
C -1.78 1.01 0.69
N -1.78 0.22 -0.51
C -0.65 -0.36 -0.75
C -0.30 -1.43 -1.70
H 3.69 -0.06 0.81
H 2.62 1.26 1.26
H 1.85 -1.22 -0.52
H 0.13 1.95 1.10
H -0.14 0.48 2.12
H -2.32 0.52 1.50
H -2.10 2.04 0.64
H -2.65 0.03 -1.07
H 0.53 -1.94 -1.27
H -0.50 -1.23 -2.77
H -1.16 -2.19 -1.54
*
```

No. 4
# C6H11N2

A gas-phase ion, C6H11N2 (charge +1) (wB97M-V/def2-TZVPD, the OMol25 dataset).

As for the SMILES: C[C@H](N)[C@@H]1[C@@H]2C(=[NH2+])[C@@H]21. The HOMO-LUMO gap comes out at 10.11 eV. The calculation puts the lowest unoccupied orbital energy at -3.748 eV.

Structure (ORCA input):
```
! RIJCOSX wB97M-V def2-TZVPD def2/J DEFGRID3
* xyz 1 1
C -0.78 -0.23 1.71
C 0.32 -0.03 0.70
N 0.37 1.34 0.28
C -0.31 -0.92 -0.56
C 0.17 -1.47 -2.11
C 0.79 -0.21 -2.14
N 1.60 0.75 -1.85
C -0.62 -0.26 -1.84
H -1.77 -0.11 1.24
H -0.88 0.47 2.54
H -0.74 -1.10 2.30
H 1.36 -0.14 0.97
H 0.79 2.02 0.94
H -0.43 1.69 -0.11
H -1.09 -1.71 -0.41
H 0.14 -2.43 -2.60
H 2.60 0.70 -1.94
H 1.21 1.49 -1.22
H -1.47 0.27 -2.37
*
```

No. 5
# C6H11N2

A gas-phase ion, C6H11N2 (charge +1) (wB97M-V/def2-TZVPD, the OMol25 dataset).

The HOMO-LUMO gap (alpha / beta) comes out at 7.79 / 7.79 eV. The calculation puts the lowest unoccupied orbital energy (alpha / beta) at -4.591 / -4.590 eV.

Structure (ORCA input):
```
! RIJCOSX wB97M-V def2-TZVPD def2/J DEFGRID3
* xyz 1 1
C -1.21 -0.48 0.05
C 2.69 -0.50 -0.29
C 1.57 -0.75 0.50
C 0.60 1.40 -0.01
C -0.93 1.79 0.07
C -1.61 -1.85 -0.01
N 0.63 0.15 0.63
N -1.87 0.61 -0.08
H 3.45 -1.27 -0.04
H 3.07 0.25 -0.88
H 1.39 -1.79 0.99
H 0.98 1.42 -1.08
H 1.27 2.11 0.40
H -1.16 2.31 1.03
H -1.16 2.56 -0.72
H -1.09 -2.16 -0.84
H -2.70 -2.10 0.00
H -1.12 -2.41 0.79
H -2.79 0.72 -0.51
*
```

No. 6
# C6H11N2

2 unconnected molecules or ions with the total composition C6H11N2 (wB97M-V/def2-TZVPD, the OMol25 dataset).

The HOMO-LUMO gap comes out at 8.83 eV. The calculation puts the lowest unoccupied orbital energy at -4.867 eV.

Structure (ORCA input):
```
! RIJCOSX wB97M-V def2-TZVPD def2/J DEFGRID3
* xyz 1 1
C -2.06 1.13 0.30
C 3.92 0.85 1.74
C 1.60 0.55 1.09
C -1.21 0.42 -0.30
C -1.06 -2.03 -0.76
C -0.70 -0.60 -1.25
N 2.91 0.48 1.12
N 0.77 1.37 0.49
H -1.98 2.05 1.01
H -3.14 0.85 -0.03
H 4.86 0.43 1.27
H 3.91 1.28 2.72
H 1.14 -0.34 1.47
H -0.59 -2.07 0.34
H -2.13 -2.22 -0.78
H -0.66 -2.84 -1.38
H 0.44 -0.50 -1.24
H -1.32 -0.48 -2.12
H 1.16 2.31 0.40
*
```

Respective energy above the lowest of the compared OMol25 structures with the same formula, charge and spin values: 2.4447, 2.2599, 1.7418, 5.5338, 5.1509, 5.7036 eV.